Record 1
Formula: C4F12KO12S4
Source: the OMol25 dataset
Level of theory: ωB97M-V/def2-TZVPD

```
! RIJCOSX wB97M-V def2-TZVPD def2/J DEFGRID3
* xyz -2 2
K 0.1362 0.0438 -0.7998
C 3.2111 3.1245 -0.8331
F 4.0751 2.1012 -0.7447
F 3.9598 4.2373 -1.0716
F 2.3262 3.0827 -1.8577
S 2.2638 3.3336 0.7945
O 3.2549 3.3586 1.8855
O 1.5963 4.5889 0.6667
O 1.3492 2.1601 0.9191
C -4.6947 2.0143 1.0803
F -5.8281 2.5874 0.6459
F -3.9571 2.9747 1.5938
F -5.0037 1.0205 1.8931
S -3.6867 1.4338 -0.5558
O -3.7238 2.6191 -1.4636
O -2.3209 1.1176 -0.1210
O -4.4554 0.3319 -1.1664
C -1.8318 -1.9666 1.9544
F -1.7266 -0.6478 1.7673
F -0.5916 -2.4394 2.3996
F -2.8424 -2.3174 2.7939
S -2.0936 -2.7583 0.1869
O -0.8018 -2.5906 -0.4561
O -2.3831 -4.1700 0.3356
O -3.1780 -2.0427 -0.5151
C 3.9298 -2.6952 -0.3671
F 3.3261 -2.6688 0.8357
F 4.8307 -1.7658 -0.5128
F 4.6888 -3.7554 -0.4671
S 2.7464 -2.6072 -1.9662
O 2.1995 -1.2570 -1.9717
O 3.5423 -2.8872 -3.1516
O 1.6832 -3.5605 -1.7311
*
```

⟨S²⟩: 0.766
DFT total energy (eV): -120995.370
ΔE to the lowest compared entry with this formula, charge and spin (kJ/mol): 4.4
HOMO level (spin up / spin down) (eV): -4.2 / -4.2

---

Record 2
Formula: C4H12N3
Source: the OMol25 dataset
Level of theory: ωB97M-V/def2-TZVPD

```
! RIJCOSX wB97M-V def2-TZVPD def2/J DEFGRID3
* xyz 1 1
C -2.5815 -0.0293 0.7477
C -1.7253 0.3209 -0.4882
C -0.4963 -0.6579 -0.7079
N 0.5023 -0.5369 0.4352
C 1.6612 0.0393 0.0899
N 1.8751 0.9114 -0.8741
N 2.8163 -0.1080 0.8821
H -2.4223 -1.1145 1.1625
H -3.6660 0.2204 0.5212
H -2.3883 0.5154 1.6008
H -2.4148 0.2359 -1.3936
H -1.2522 1.2078 -0.3062
H -0.5766 -1.6911 -0.9678
H 0.0021 -0.3004 -1.6194
H 0.4849 -1.0308 1.2839
H 1.4019 0.7317 -1.7369
H 2.5553 1.5754 -0.6435
H 2.7466 -0.9666 1.4129
H 3.4775 0.6774 0.6015
*
```

DFT total energy (eV): -8805.424
ΔE to the lowest compared entry with this formula, charge and spin (kJ/mol): 222.9
HOMO level (eV): -15.0

---

Record 3
Formula: C42H54N9O29Sn
Source: the OMol25 dataset
Level of theory: ωB97M-V/def2-TZVPD

```
! RIJCOSX wB97M-V def2-TZVPD def2/J DEFGRID3
* xyz 1 1
Sn 15.0117 -14.6793 15.9390
C 11.4918 -12.6425 17.3199
C 12.8607 -12.3754 16.7112
C 13.7769 -11.4772 17.5212
O 13.4739 -13.6297 16.4378
H 10.9790 -11.7663 17.4671
H 11.6213 -12.8212 18.4130
H 10.9082 -13.2918 16.7209
H 12.7046 -11.9539 15.6772
H 13.8410 -11.7831 18.6408
H 13.3495 -10.4544 17.6701
H 14.7645 -11.3239 17.1554
C 21.1341 -16.3977 23.5752
N 20.3706 -16.8792 22.3980
O 20.0716 -16.0658 21.4972
O 20.0569 -18.0208 22.4175
H 20.6168 -15.4770 23.8725
H 22.1996 -16.2821 23.2212
H 21.1102 -17.1736 24.3187
C 18.2417 -12.6025 19.5108
N 16.7463 -12.5716 19.7696
O 16.3461 -11.7612 20.5429
O 16.0497 -13.4146 19.2256
H 18.4920 -13.6702 19.3610
H 18.6837 -12.2210 20.4129
H 18.5290 -12.0442 18.5972
C 11.8751 -16.0643 17.0242
N 11.9723 -16.1585 15.5226
O 11.0093 -16.4038 14.8807
O 13.0981 -15.9546 15.0483
H 10.7744 -16.2145 17.1765
H 12.2245 -15.1192 17.3879
H 12.5701 -16.8077 17.4078
C 11.1126 -8.4824 20.7430
N 11.9538 -9.4175 19.9769
O 11.4613 -10.0051 19.0694
O 13.1952 -9.3864 20.1472
H 10.0991 -8.8401 20.6343
H 11.1867 -7.5613 20.1473
H 11.4555 -8.2506 21.7163
C 6.1236 -12.2835 16.9745
N 7.4844 -12.8501 16.6823
O 7.8598 -13.8637 17.2447
O 8.2580 -12.2039 15.9850
H 5.3779 -13.0641 16.8907
H 5.9352 -11.5606 16.2069
H 6.1342 -11.8675 17.9884
C 10.3583 -17.1231 22.8713
N 11.0113 -16.3784 21.7367
O 10.2994 -15.6903 21.0088
O 12.2673 -16.4583 21.6183
H 11.0555 -17.2978 23.7316
H 9.9710 -18.0642 22.6216
H 9.4757 -16.5061 23.2287
C 11.3666 -7.6097 13.6555
N 11.6045 -8.8549 14.4078
O 10.5848 -9.3737 14.7875
O 12.7383 -9.1399 14.7070
H 12.2229 -7.2039 13.1327
H 10.9362 -6.7995 14.3132
H 10.7508 -7.9412 12.8307
C 16.3010 -16.5158 20.2298
N 15.7721 -16.2980 18.8044
O 14.7501 -15.6332 18.6135
O 16.4833 -16.7303 17.9393
H 16.1492 -17.6032 20.4298
H 15.7512 -15.7786 20.9245
H 17.3309 -16.2149 20.2392
C 19.6902 -15.4279 16.4362
N 18.4557 -14.7279 15.9588
O 18.0635 -14.9635 14.8104
O 17.8162 -14.0143 16.7376
H 19.8860 -15.2500 17.5189
H 20.4834 -14.9478 15.8232
H 19.6776 -16.5160 16.1926
C 13.0330 -13.1022 13.0333
C 12.0072 -12.2138 12.8096
C 12.3540 -10.8357 12.2550
O 11.5726 -10.1316 11.7166
C 13.7819 -10.4486 12.1349
C 14.7517 -11.2952 12.4970
C 14.3748 -12.5659 13.1613
O 15.2619 -13.1537 13.7460
H 12.9129 -14.0919 13.4918
H 10.9939 -12.5613 12.8035
H 13.9596 -9.5580 11.5288
H 15.8341 -11.1588 12.4749
C 16.2395 -7.4008 20.4066
C 16.1062 -7.0000 19.0943
C 16.9735 -5.9758 18.4789
O 16.9422 -5.7156 17.2631
C 17.9498 -5.2258 19.3306
C 18.0028 -5.4879 20.6338
C 17.1820 -6.6325 21.1973
O 17.2735 -6.8297 22.3841
H 15.7611 -8.2303 20.9055
H 15.5568 -7.4327 18.3075
H 18.5747 -4.4420 18.9177
H 18.5649 -4.9356 21.4061
C 16.5612 -9.3540 14.5832
C 16.9870 -9.7485 15.7753
C 18.4145 -10.0126 16.0268
O 18.8707 -10.5743 17.0294
C 19.3388 -9.5386 15.0018
C 18.9375 -9.0363 13.8306
C 17.4946 -9.0701 13.4320
O 17.0662 -8.9905 12.3082
H 15.5299 -9.1183 14.3654
H 16.2912 -9.8802 16.5698
H 20.3734 -9.4750 15.4125
H 19.6003 -8.7084 13.0757
C 14.9701 -11.8745 23.0981
C 13.9768 -11.0065 23.3049
C 12.6157 -11.2845 22.7648
O 11.6961 -10.4869 22.8201
C 12.3827 -12.6044 22.1096
C 13.3005 -13.5443 22.0883
C 14.7366 -13.2637 22.5039
O 15.6263 -14.0639 22.3811
H 15.9639 -11.7293 23.3934
H 14.1631 -10.1468 23.8886
H 11.3360 -12.6794 21.7421
H 13.0827 -14.4839 21.5753
C 6.6963 -15.9810 13.1508
C 7.8314 -15.5646 13.6961
C 9.0066 -15.1306 12.9338
O 9.9763 -14.5668 13.3840
C 9.0025 -15.5400 11.5413
C 7.8265 -15.9111 10.9612
C 6.5670 -16.0420 11.7500
O 5.5209 -16.1586 11.1782
H 5.7217 -16.2052 13.6672
H 7.8444 -15.4186 14.7540
H 9.8431 -15.4693 10.9225
H 7.7231 -16.2104 9.9367
*
```

DFT total energy (eV): -123011.115
ΔE to the lowest compared entry with this formula, charge and spin (kJ/mol): 0.0
HOMO level (eV): -11.4

---

Record 4
Formula: C2H4NO
Source: the OMol25 dataset
Level of theory: ωB97M-V/def2-TZVPD

```
! RIJCOSX wB97M-V def2-TZVPD def2/J DEFGRID3
* xyz 1 1
C -0.2538 0.7025 0.2356
C -0.1477 -0.8281 0.0018
N 0.9117 0.1137 0.0013
O 2.0030 0.2941 -0.2148
H -0.9438 1.5068 -1.1313
H -0.8647 1.1452 0.9481
H -0.3385 -1.4630 0.9676
H -0.3661 -1.4712 -0.8083
*
```

DFT total energy (eV): -5660.824
ΔE to the lowest compared entry with this formula, charge and spin (kJ/mol): 627.9
HOMO level (eV): -17.2

---

Which of these has the highest ΔE to the lowest compared entry with this formula, charge and spin? C2H4NO